[1]
68
Properties=species:S:1:pos:R:3:forces:R:3 method="wB97M-V/def2-TZVPD" orbital_gap_ev=8.174 smiles="COCc1c(O)c(CC(=O)Cl)c(P(O)O)c2c1C(=O)N(CON=O)C2=O.O=S1(=O)CCCC1.O=S1(=O)CCCC1" e_tot_ev=-95306.3193 charge=0 lumo_ev=-0.70 max_force_ha_per_bohr=0.0557
C 5.65120 -4.42939 -0.91218 0.534 -0.039 -0.010
O 4.72740 -4.78441 -1.92436 -0.100 0.240 0.422
C 3.41287 -5.00622 -1.43322 0.144 0.261 -0.746
C 2.42385 -4.03171 -2.06455 0.694 -1.269 0.360
C 2.68039 -2.68096 -2.17714 0.626 0.369 0.406
O 3.87480 -2.23662 -1.66216 -0.131 0.099 -0.122
C 1.79410 -1.76824 -2.72559 -0.155 0.426 -0.024
C 2.22766 -0.31124 -2.70979 0.273 -0.064 0.244
C 1.93745 0.30463 -1.33596 1.068 0.131 0.447
O 2.77853 0.44158 -0.49641 -1.059 0.022 -0.687
Cl 0.25011 0.79776 -1.04322 0.351 -0.176 -0.133
C 0.56510 -2.23048 -3.20614 -0.121 0.334 -1.870
P -0.68729 -1.05336 -3.89837 -1.913 1.857 1.039
O -1.68850 -1.83138 -4.92735 1.453 -0.084 0.094
O 0.14033 0.02566 -4.86660 0.433 -1.479 0.187
C 0.30927 -3.57679 -3.09550 -0.412 -1.507 -0.095
C 1.22029 -4.47798 -2.52318 -0.621 0.056 -0.560
C 0.59930 -5.87620 -2.50744 1.023 1.264 0.564
O 1.15922 -6.93678 -2.47162 -0.713 0.260 0.321
N -0.78574 -5.60288 -2.59636 0.164 -0.979 -0.506
C -1.58154 -5.65444 -1.40401 -0.643 -0.426 0.240
O -1.48837 -4.43494 -0.64915 0.793 -0.298 -0.196
N -2.75678 -3.76645 -0.62005 -0.651 0.293 -0.488
O -2.72107 -2.78821 -1.24002 0.060 0.053 0.386
C -0.88126 -4.44484 -3.45550 -0.539 0.252 0.236
O -1.74323 -4.38257 -4.28368 0.333 0.303 0.284
H 6.12744 -5.33017 -0.50599 -0.112 0.092 0.112
H 6.44210 -3.80807 -1.34156 -0.118 -0.122 -0.170
H 5.20524 -3.83708 -0.10880 -0.125 -0.144 -0.072
H 3.35928 -4.89356 -0.34595 0.077 -0.159 -0.029
H 3.13735 -6.01511 -1.74165 -0.161 0.057 0.346
H 4.40672 -1.94088 -2.41012 0.288 0.028 0.209
H 3.31429 -0.29727 -2.78796 -0.082 0.201 0.083
H 1.85326 0.28610 -3.53627 -0.407 -0.034 0.326
H -1.22282 -2.47523 -5.48133 -0.436 -0.188 -0.118
H 0.82591 -0.45190 -5.35752 0.004 0.330 -0.349
H -1.23315 -6.47700 -0.77848 0.082 0.027 -0.139
H -2.62950 -5.82759 -1.66170 0.067 0.030 0.005
C 1.38908 4.44701 2.36508 -0.077 -0.067 0.044
C 0.88570 3.57501 1.20884 0.119 0.095 0.002
C -0.41936 4.19778 0.69958 0.226 -0.407 -0.033
S -0.31184 5.95054 1.05499 0.250 -0.344 -0.097
O -1.32294 6.29005 2.03011 -0.073 0.179 -0.127
O -0.17338 6.68869 -0.17676 -0.242 0.216 0.109
C 1.27522 5.88829 1.88024 0.254 -0.122 0.254
H 2.41339 4.19906 2.64352 0.000 0.023 -0.018
H 0.75450 4.29738 3.24040 -0.011 0.017 -0.018
H 1.62904 3.56845 0.40713 0.009 -0.018 0.024
H 0.73239 2.54280 1.51967 -0.024 0.014 -0.008
H -0.54357 4.05533 -0.37175 -0.100 0.183 -0.005
H -1.28331 3.80220 1.22763 0.172 0.214 -0.199
H 1.29948 6.61958 2.68532 -0.114 0.084 -0.084
H 2.04146 6.11916 1.14016 -0.072 0.047 -0.049
C -4.39219 2.59810 5.31754 0.014 0.115 0.016
C -4.97780 3.93017 4.83188 -0.011 -0.084 -0.016
C -3.88832 4.64354 4.02103 -0.354 0.188 0.238
S -2.84896 3.35184 3.33800 -0.519 0.122 0.231
O -1.53426 3.45727 3.92125 0.123 -0.122 -0.257
O -3.04836 3.28721 1.91051 0.086 -0.180 0.086
C -3.70466 1.98060 4.10389 -0.167 -0.181 0.304
H -5.16148 1.93920 5.71819 0.020 -0.009 -0.001
H -3.66047 2.78223 6.10759 0.009 -0.041 -0.013
H -5.84310 3.73525 4.19461 0.017 -0.009 -0.001
H -5.31626 4.54898 5.66182 0.008 0.011 -0.020
H -4.30491 5.23133 3.20741 0.213 0.007 -0.088
H -3.26435 5.27369 4.65149 0.121 -0.045 -0.091
H -2.99144 1.20048 4.36055 0.098 0.058 -0.124
H -4.43350 1.60302 3.38695 0.053 0.035 -0.059

[2]
73
Properties=species:S:1:pos:R:3:forces:R:3 method="wB97M-V/def2-TZVPD" orbital_gap_ev=5.326 e_tot_ev=-91548.1236 charge=-1 lumo_ev=1.62 max_force_ha_per_bohr=0.0138
C -1.33544 -0.99273 5.38228 -0.110 -0.015 0.122
C -0.81960 -2.39449 5.23346 0.379 0.316 0.241
O -1.49456 -3.37729 5.19212 -0.426 -0.515 -0.242
O 0.53336 -2.43062 5.16611 0.049 0.321 -0.425
C 1.09365 -3.54452 4.44578 0.059 -0.320 0.251
C 2.59769 -3.52191 4.63168 -0.043 0.126 0.101
C 3.35427 -2.30818 4.05367 0.019 0.072 -0.134
C 2.62262 -1.51641 2.96436 0.047 -0.062 0.048
C 3.51148 -0.40914 2.36480 0.258 -0.142 0.113
C 3.58774 -0.39516 0.83002 -0.191 0.067 0.195
C 3.25475 0.94727 0.18912 -0.216 -0.062 0.045
C 1.81258 1.33528 0.52219 0.137 -0.196 -0.157
C 1.43633 2.68767 -0.06084 -0.176 0.023 0.041
F 2.23190 3.03916 -1.10108 0.061 0.049 -0.097
F 1.62705 3.63768 0.89115 0.055 0.081 0.074
C -0.06471 2.80459 -0.50926 0.046 -0.055 -0.103
F -0.51923 4.02813 -0.20226 -0.006 0.149 0.033
F -0.77829 1.91189 0.20694 -0.118 -0.036 0.064
C -0.40966 2.64177 -2.03152 0.173 -0.181 0.144
F 0.24826 3.62209 -2.67893 -0.019 0.005 -0.016
F -1.71808 2.86313 -2.17460 -0.018 -0.031 -0.032
C 0.00746 1.29378 -2.74363 0.009 0.064 -0.026
F 0.26317 1.59341 -4.01552 -0.018 -0.034 0.016
F 1.15375 0.85464 -2.18144 -0.147 0.067 -0.230
S -1.24029 -0.16022 -2.77984 0.089 -0.228 -0.117
F -0.30072 -1.05242 -1.84559 -0.011 0.117 0.140
F -0.46732 -0.75240 -4.03973 -0.019 0.030 0.051
F -2.16358 0.68399 -3.73193 0.079 0.082 0.162
F -1.97798 0.37323 -1.49418 -0.042 0.064 -0.091
F -2.25123 -1.35067 -2.85391 -0.015 0.007 -0.050
O 4.88842 -0.90019 0.42849 -0.267 -0.110 -0.275
C 5.67760 -0.16121 -0.40016 -0.140 -0.462 -0.046
O 6.32533 0.75364 -0.00304 0.332 0.580 0.163
C 5.70042 -0.60465 -1.84868 -0.116 -0.106 -0.053
C 4.95251 -1.87564 -2.17288 -0.113 0.054 -0.080
F 5.66028 -2.98102 -1.71606 -0.004 0.021 0.029
H -0.99600 -0.57083 6.33055 0.029 0.012 -0.090
H -2.42304 -1.01629 5.36012 0.081 0.033 0.023
H -0.95785 -0.37004 4.57045 0.013 -0.009 0.069
H 0.68442 -4.47684 4.83899 -0.010 0.080 0.004
H 0.79335 -3.47302 3.39600 0.019 0.075 0.079
H 2.99791 -4.44407 4.19972 -0.109 0.038 0.001
H 2.77519 -3.57284 5.71038 0.092 -0.107 -0.093
H 4.29492 -2.65933 3.61591 -0.012 0.031 0.134
H 3.62988 -1.62165 4.85963 -0.059 -0.015 -0.042
H 1.71264 -1.08772 3.39314 -0.010 -0.056 -0.152
H 2.31780 -2.20861 2.17086 -0.020 0.076 0.038
H 4.53729 -0.56014 2.71184 -0.055 0.070 -0.041
H 3.21184 0.57033 2.74596 0.005 -0.042 -0.060
H 2.86957 -1.12474 0.43263 0.075 0.023 0.033
H 3.30076 0.83051 -0.89907 0.235 0.143 0.102
H 3.95726 1.72343 0.50051 -0.015 -0.058 -0.036
H 1.14099 0.56428 0.14082 0.041 0.059 0.151
H 1.65700 1.42141 1.59814 -0.074 -0.072 -0.066
H 6.74102 -0.68275 -2.17098 -0.065 0.064 0.001
H 5.24675 0.21735 -2.41531 0.101 -0.026 0.005
H 4.83050 -1.98130 -3.25378 0.071 -0.028 0.050
H 3.96160 -1.89507 -1.71151 0.089 -0.011 0.021
C -5.31342 2.35761 -3.09197 -0.039 0.052 -0.071
C -5.58479 0.95771 -3.63943 0.283 -0.231 -0.113
O -6.60984 0.24985 -2.99578 -0.042 0.354 0.358
C -7.99107 0.51766 -3.47879 -0.174 -0.163 -0.324
O -8.13287 0.63409 -4.75233 0.062 0.058 0.034
C -8.57039 1.75277 -2.71214 0.028 -0.007 0.169
F -8.18783 1.84247 -1.40568 -0.017 0.003 -0.054
F -9.92621 1.66119 -2.67886 0.015 0.012 0.002
F -8.29953 2.95454 -3.26011 -0.013 -0.027 -0.005
H -5.35784 2.35195 -2.00079 0.044 -0.008 0.008
H -4.31818 2.69166 -3.40422 0.017 -0.021 0.017
H -6.03301 3.08612 -3.45866 -0.030 -0.028 0.030
H -4.68177 0.35753 -3.47628 -0.035 -0.047 -0.025
H -5.75881 0.98807 -4.72091 -0.140 0.071 0.037
H -8.51817 -0.32781 -2.96614 0.040 -0.035 -0.050